Entry 1:
# C4H9FN3

The ion C4H9FN3 with charge +1 at a distorted geometry (ωB97M-V with the def2-TZVPD basis set, the Open Molecules 2025 dataset).

## Properties
Highest occupied orbital energy (spin up / spin down) = -13.7944 / -13.7872 eV
Kohn-Sham gap (spin up / spin down) = 0.270 / 0.270 hartree
Relative energy (zero: lowest compared OMol25 entry of this formula, charge and spin) = 171.1 kcal per mole
Energy = -421.42235 Ha
LUMO (spin up / spin down) = -6.4 / -6.4 eV

Geometry as ORCA input:
```
! RIJCOSX wB97M-V def2-TZVPD def2/J DEFGRID3
* xyz 1 1
C 1.394 -0.952 -0.800
C -0.264 0.653 0.311
C -0.062 1.927 -0.385
C -1.391 -1.264 0.876
N 0.184 -1.377 -0.889
N 1.914 -0.205 0.112
N -0.818 -0.480 -0.221
F 3.130 0.399 0.091
H 1.979 -1.492 -1.546
H -0.078 0.740 1.444
H 0.651 1.752 -1.126
H 0.335 2.614 0.312
H -0.963 2.388 -0.915
H -1.785 -0.582 1.609
H -2.015 -2.083 0.525
H -0.644 -1.803 1.528
H -1.566 -0.234 -0.925
*
```

***

Entry 2:
# CH6N2

A cluster of 2 separate species, CH6N2 in total at a distorted geometry (ωB97M-V with the def2-TZVPD basis set, the Open Molecules 2025 dataset).

## Properties
SMILES string = C=N.N
Highest occupied orbital energy = -9.6018 eV
Kohn-Sham gap = 0.395 hartree
Relative energy (zero: lowest compared OMol25 entry of this formula, charge and spin) = 21.7 kcal per mole
Energy = -151.16435 Ha
LUMO = 1.1 eV

Geometry as ORCA input:
```
! RIJCOSX wB97M-V def2-TZVPD def2/J DEFGRID3
* xyz 0 1
C -1.575 3.066 0.218
N -2.189 2.945 1.304
H -1.577 4.034 -0.288
H -1.160 2.288 -0.436
H -2.368 1.999 1.617
N 2.139 -3.477 -0.571
H 3.031 -3.016 -0.671
H 1.755 -3.816 -1.429
H 1.943 -4.023 0.256
*
```

***

Entry 3:
# C8H11ClN4O2

A cluster of 2 separate species, C8H11ClN4O2 in total at a distorted geometry (ωB97M-V with the def2-TZVPD basis set, the Open Molecules 2025 dataset).

## Properties
Highest occupied orbital energy (spin up / spin down) = -7.1852 / -7.6504 eV
Kohn-Sham gap (spin up / spin down) = 0.214 / 0.241 hartree
Relative energy (zero: lowest compared OMol25 entry of this formula, charge and spin) = 101.9 kcal per mole
Energy = -1140.88396 Ha
LUMO (spin up / spin down) = -1.4 / -1.1 eV

Geometry as ORCA input:
```
! RIJCOSX wB97M-V def2-TZVPD def2/J DEFGRID3
* xyz 0 1
C 1.236 -0.242 2.037
C -0.574 1.346 2.310
C 1.569 -0.095 3.402
C -0.054 1.616 3.549
C 0.123 0.361 1.498
C 0.982 0.850 4.138
C -0.561 -0.852 -2.875
C 0.813 -0.107 -0.990
N -1.433 0.276 -0.222
N -0.252 0.024 0.151
N -1.146 -2.541 1.268
N 0.574 -0.988 -2.005
O -0.233 -2.083 0.607
O -1.793 -1.864 2.041
Cl 1.360 1.248 5.824
H 1.880 -1.004 1.628
H -1.434 1.776 1.780
H 2.409 -0.651 3.892
H -0.570 2.399 3.993
H -0.535 -1.445 -3.673
H -1.615 -1.004 -2.503
H -0.755 0.202 -3.299
H 0.693 0.875 -1.313
H 1.833 -0.159 -0.449
H -2.123 0.315 0.575
H 0.620 -1.927 -1.641
*
```

***

Entry 4:
# C2H4NP

A structure of composition C2H4NP at a distorted geometry (ωB97M-V with the def2-TZVPD basis set, the Open Molecules 2025 dataset).

## Properties
Highest occupied orbital energy = -8.8262 eV
Kohn-Sham gap = 0.330 hartree
Relative energy (zero: lowest compared OMol25 entry of this formula, charge and spin) = 88.4 kcal per mole
Energy = -474.53285 Ha
LUMO = 0.1 eV

Geometry as ORCA input:
```
! RIJCOSX wB97M-V def2-TZVPD def2/J DEFGRID3
* xyz 0 1
C -0.248 -0.045 -0.573
C 0.936 0.623 -0.878
N 0.476 -0.148 -1.837
P -1.391 -0.692 0.414
H 1.593 1.392 -0.684
H -0.141 0.105 1.904
H 0.568 0.213 2.284
H -1.793 -1.447 -0.629
*
```

***

Entry 5:
# C3H5O4

A cluster of 2 separate species, C3H5O4 in total at a distorted geometry (ωB97M-V with the def2-TZVPD basis set, the Open Molecules 2025 dataset).

## Properties
Highest occupied orbital energy (spin up / spin down) = -16.9482 / -17.0503 eV
Kohn-Sham gap (spin up / spin down) = 0.504 / 0.271 hartree
Relative energy (zero: lowest compared OMol25 entry of this formula, charge and spin) = 17.9 kcal per mole
Energy = -417.73513 Ha
LUMO (spin up / spin down) = -3.2 / -9.7 eV

Geometry as ORCA input:
```
! RIJCOSX wB97M-V def2-TZVPD def2/J DEFGRID3
* xyz 1 3
C -2.817 0.432 -0.203
C 0.956 -0.601 -0.170
C 1.464 0.751 0.236
O -3.598 1.065 0.318
O -1.060 -1.666 0.037
O -2.064 -0.260 -0.760
O -0.092 -1.108 0.626
H 1.892 -1.330 0.061
H 1.552 1.473 -0.578
H 0.702 1.313 0.873
H 2.304 0.763 0.818
H 0.762 -0.833 -1.257
*
```

***

Entry 6:
# C8H11N4S

The ion C8H11N4S with charge +1 at a distorted geometry (ωB97M-V with the def2-TZVPD basis set, the Open Molecules 2025 dataset).

## Properties
Highest occupied orbital energy (spin up / spin down) = -11.3948 / -12.5078 eV
Kohn-Sham gap (spin up / spin down) = 0.304 / 0.252 hartree
Relative energy (zero: lowest compared OMol25 entry of this formula, charge and spin) = 20.3 kcal per mole
Energy = -928.21891 Ha
LUMO (spin up / spin down) = -3.1 / -5.7 eV

Geometry as ORCA input:
```
! RIJCOSX wB97M-V def2-TZVPD def2/J DEFGRID3
* xyz 1 3
C -3.141 0.903 0.763
C -3.127 0.155 -0.426
C -1.951 0.913 1.532
C -2.038 -0.577 -0.774
C -0.785 0.259 1.189
C -0.854 -0.602 -0.009
C 2.660 0.134 -0.258
C 0.262 -1.368 -0.392
N 2.619 -1.137 0.213
N 1.779 0.495 -1.160
N 1.574 1.743 -1.524
N 1.305 -1.624 0.587
S 3.976 1.118 0.334
H -3.942 1.533 0.890
H -3.918 0.202 -1.256
H -1.980 1.582 2.349
H -2.114 -1.111 -1.762
H 0.009 0.297 1.813
H 0.299 -1.963 -1.289
H 3.413 -1.452 0.752
H 1.152 1.952 -2.378
H 2.397 2.405 -1.142
H 0.956 -1.223 1.435
H 1.449 -2.634 0.511
*
```

***

Entry 7:
# C29H24ClCuN3O3S

A structure of composition C29H24ClCuN3O3S (ωB97M-V with the def2-TZVPD basis set, the Open Molecules 2025 dataset).

## Properties
Highest occupied orbital energy (spin up / spin down) = -6.8822 / -7.7942 eV
Kohn-Sham gap (spin up / spin down) = 0.239 / 0.267 hartree
Energy = -4008.37629 Ha
LUMO (spin up / spin down) = -0.4 / -0.5 eV

Geometry as ORCA input:
```
! RIJCOSX wB97M-V def2-TZVPD def2/J DEFGRID3
* xyz 0 2
Cu -0.084 1.135 -0.790
C 2.326 4.756 -1.882
C 1.791 5.651 -0.971
C 0.598 5.339 -0.339
C -0.017 4.134 -0.639
N 0.513 3.258 -1.499
C 1.654 3.565 -2.109
C -1.321 3.713 -0.047
C -2.235 4.585 0.526
C -3.463 4.082 0.919
C -3.775 2.754 0.676
C -2.813 1.948 0.087
N -1.601 2.423 -0.197
C -3.074 0.562 -0.397
C -4.031 -0.269 0.163
C -4.237 -1.514 -0.411
C -3.481 -1.879 -1.511
C -2.522 -0.994 -1.987
N -2.323 0.203 -1.443
H 3.251 4.967 -2.400
H 2.301 6.578 -0.746
H 0.171 6.010 0.393
H 2.049 2.816 -2.785
H -2.007 5.636 0.638
H -4.198 4.738 1.369
H -4.758 2.363 0.901
H -4.586 0.040 1.040
H -4.971 -2.191 0.005
H -3.617 -2.839 -1.991
H -1.864 -1.257 -2.808
Cl 0.553 3.092 2.712
C 0.877 1.374 2.810
C 0.590 0.739 4.005
C 0.808 -0.625 4.128
C 1.315 -1.335 3.044
C 1.603 -0.686 1.860
C 1.404 0.698 1.696
C 1.714 1.343 0.436
H 0.197 1.314 4.834
H 0.586 -1.126 5.062
H 1.486 -2.401 3.127
H 1.991 -1.242 1.016
H 2.361 0.793 -0.235
H 1.892 2.411 0.483
C 2.034 -6.885 0.127
C 1.830 -5.498 -0.426
C 2.910 -4.684 -0.741
C 2.719 -3.403 -1.250
C 1.432 -2.935 -1.448
C 0.336 -3.734 -1.137
C 0.541 -5.004 -0.632
S 1.172 -1.277 -2.023
O 2.469 -0.639 -2.076
O 0.456 -1.341 -3.277
O 0.303 -0.737 -0.924
H 3.082 -7.062 0.370
H 1.723 -7.643 -0.595
H 1.444 -7.035 1.032
H 3.919 -5.051 -0.585
H 3.556 -2.760 -1.489
H -0.666 -3.347 -1.282
H -0.313 -5.628 -0.385
*
```

***

Q: Which formula does entry 1 have?
A: C4H9FN3

***

Q: energy of number 2 (CH6N2)?
A: -151.16435 Ha

***

Q: Which of these has the lowest energy?
A: C29H24ClCuN3O3S